Entry 1:
Entry from the OMol25 dataset: a 10-piece molecular cluster, C41H99N3O17 overall (ωB97M-V/def2-TZVPD).

Total charge   0
Total energy   -3064.6462 Eh
SMILES   CC1(C)CCCC(C)(C)N1O.CC1(C)CCCC(C)(C)N1O.CC1(C)CCCC(C)(C)N1O.OCCO.OCCO.OCCO.OCCO.OCCO.OCCO.OCCO
HOMO level   -7.852 eV

The geometry in XYZ format:
```
160
Properties=species:S:1:pos:R:3:lowdin_charge:R:1
O 5.22444 -3.24923 1.41786 -0.045
O 0.79529 -4.39906 -1.78425 -0.069
O -0.25947 0.26610 -5.44712 -0.060
O 2.29906 -3.77270 1.81751 -0.118
O 1.21946 -0.20495 2.97042 -0.115
O -0.65741 -2.99355 -3.79914 -0.056
O -1.36473 -0.41565 4.75586 -0.099
O 0.01677 -4.92980 0.71545 -0.085
O -3.88294 0.53237 2.63661 -0.069
O -4.67718 -2.38663 2.70296 -0.066
O -3.23951 -2.19662 5.59358 -0.065
O -1.17149 1.13861 2.44608 -0.154
O 2.28590 -4.30949 -4.14002 -0.058
O 0.66168 -1.66493 0.72122 -0.105
O -1.56273 0.49272 -0.03254 -0.110
O 0.19384 2.01842 -1.98899 -0.054
O -6.67043 0.52578 -3.40573 -0.075
N 0.99330 3.27340 -1.96949 -0.028
N -6.25927 1.64184 -2.54536 -0.021
N 5.84652 -1.99528 1.33604 -0.086
C 5.99404 0.86333 1.39655 -0.168
C -0.86955 4.65833 -2.83805 -0.017
C 5.34081 -1.21512 0.13218 -0.456
C -4.35055 3.08968 -1.90540 -0.111
C -3.14886 -3.12071 4.49161 -0.227
C -0.01532 -0.62277 5.14893 -0.165
C 2.20518 3.03636 -1.12348 -0.503
C 3.02342 1.98735 -1.81826 -0.044
C 6.77051 -2.12398 3.62167 -0.036
C -7.90562 1.07468 -0.81957 -0.046
C 0.90909 -5.71825 1.47088 -0.242
C -4.98610 2.82149 -4.22826 -0.055
C -6.41990 1.02596 -1.12799 -0.504
C -4.37600 2.49238 -0.49961 -0.173
C 1.89956 2.62581 0.34587 0.002
C 2.10219 -3.80300 -1.82012 -0.206
C -0.91792 -0.73482 -4.64788 -0.247
C -4.84533 1.98825 -2.94755 -0.500
C -5.81075 -0.35885 -0.97655 -0.014
C 0.85639 -1.21215 3.96312 -0.146
C -3.37538 1.74664 3.29655 -0.203
C 6.67442 -0.00952 2.42523 -0.181
C -0.73831 4.16674 -0.33363 -0.014
C -0.82946 -1.70972 0.65362 -0.138
C 2.33107 5.56407 -0.80134 -0.177
C 0.12295 4.40878 -1.62517 -0.458
C -3.84720 0.90135 -3.15299 -0.035
C 6.03490 0.13111 0.08054 -0.136
C 1.06296 5.64265 -1.67863 -0.134
C 3.79798 -1.05004 0.07765 -0.034
C -5.83982 2.05174 -0.16597 -0.136
C 3.02850 -4.31652 -2.90055 -0.217
C -0.15792 -1.99124 -4.66048 -0.252
C 5.65603 -2.12833 -1.10242 -0.026
C -3.31979 -2.56006 3.12723 -0.266
C 1.61301 -4.83892 2.47700 -0.224
C 3.09398 4.27631 -1.16208 -0.145
C 5.91055 -1.29461 2.63762 -0.490
C -1.46450 -0.85666 -0.48005 -0.167
C 4.46256 -1.00122 3.24939 -0.002
C -2.19528 2.27949 2.58536 -0.135
H -3.11243 1.65404 4.33273 0.107
H 4.25129 -3.22491 1.30875 0.056
H -1.49597 -3.32364 -4.09747 0.097
H -4.96731 -1.72719 3.35263 0.081
H -1.16962 3.66462 -3.17641 0.061
H -1.08084 0.86728 1.50102 0.033
H 1.79792 -1.47638 4.42149 0.106
H -5.74498 3.59830 -4.07729 0.088
H 2.22406 5.68352 0.30901 0.112
H -0.30267 5.18456 -3.58283 0.069
H 2.76161 -4.79748 -4.81125 0.081
H 0.32812 -2.03912 3.49188 0.107
H 3.35925 4.30920 -2.23378 0.120
H 0.63286 0.58102 2.96566 0.074
H 3.58461 -0.86987 -0.98118 0.073
H 2.44015 -5.37806 2.99282 0.132
H 3.26756 2.34557 -2.83382 0.101
H 6.72297 -2.31271 -1.12479 0.081
H -3.37173 0.49709 -2.26825 0.057
H 0.85097 -1.86475 -4.28911 0.124
H 2.66445 1.93229 0.63745 0.058
H -0.11563 -2.37804 -5.68733 0.135
H -3.12170 1.33799 -3.86485 0.086
H -8.49962 0.53035 -1.53184 0.071
H -0.11090 -1.37048 5.89406 0.111
H 1.50783 5.70386 -2.65277 0.102
H -1.79337 5.20486 -2.63333 0.081
H -1.71327 3.00005 3.24849 0.123
H -0.78764 -0.84375 -1.33571 0.112
H -2.19057 -3.68007 4.50346 0.119
H -4.72132 -0.36942 -0.77240 0.070
H -1.51729 4.94975 -0.21202 0.096
H 6.38707 -3.15074 3.68464 0.082
H 0.88149 -1.03819 1.45108 0.038
H -0.93064 0.94285 -0.63562 0.074
H -6.06514 -0.94753 -1.84212 0.076
H -1.94407 -0.90171 -4.99821 0.127
H -1.18012 -1.35164 1.64054 0.094
H 3.93492 1.71612 -1.27553 0.065
H 5.16192 -3.07772 -0.83987 0.073
H 2.12653 -2.73322 -2.02361 0.116
H -3.67813 1.69028 -0.27144 0.075
H 2.44425 1.05183 -1.86379 0.083
H -0.10581 1.98834 -2.89517 0.077
H 1.73827 -6.04417 0.83953 0.122
H -4.29932 0.12181 -3.78637 0.094
H -1.12976 -2.75550 0.66500 0.102
H 3.53901 -5.25181 -2.64283 0.123
H -4.14767 3.30079 0.19784 0.098
H 7.71311 -0.19682 2.21363 0.116
H 0.95263 2.16093 0.54630 0.055
H 0.48943 6.58885 -1.50817 0.138
H 6.57708 1.78213 1.40920 0.113
H -3.15899 0.17552 2.08987 0.059
H 2.49492 -4.04055 -0.84874 0.104
H -6.43479 2.93957 -0.29115 0.101
H 6.71373 -1.62062 4.60136 0.083
H -2.43986 2.82254 1.66387 0.095
H 0.89853 -4.40796 3.23044 0.118
H 7.85645 -2.05709 3.38562 0.089
H -8.19281 2.14731 -0.74464 0.090
H -5.06195 3.92507 -1.90478 0.120
H 2.98763 6.44871 -1.03636 0.118
H 6.73646 0.36493 3.42719 0.110
H -8.12286 0.65956 0.18859 0.098
H -0.26129 0.02248 -6.37362 0.082
H 0.44163 0.31704 5.51380 0.133
H -5.38739 2.22822 -5.03331 0.072
H 4.96947 1.06853 1.77837 0.112
H 3.86028 -3.59119 -2.95807 0.102
H 1.62198 -3.24088 1.34363 0.047
H 5.29728 -1.71932 -2.05692 0.083
H 4.34511 -1.76049 4.02421 0.073
H 3.39444 -0.26234 0.72101 0.065
H -6.18669 -0.86660 -0.08287 0.092
H 0.21396 -4.01851 -2.46243 0.064
H 3.98836 4.10209 -0.56083 0.129
H 3.59103 -1.05768 2.63117 0.034
H -4.06097 3.29719 -4.55762 0.083
H -1.36753 0.23090 4.04312 0.036
H -2.97205 -3.36097 2.45448 0.130
H 0.37867 -4.77035 -0.18054 0.034
H -2.41954 -1.23355 -0.81941 0.111
H 4.53991 -0.02146 3.75428 0.091
H -4.18791 2.48927 3.24026 0.131
H -0.88360 -0.29614 -3.62984 0.111
H -0.11728 4.21226 0.55722 0.064
H -5.89576 1.68150 0.87078 0.126
H -3.91986 -3.86261 4.59658 0.117
H -2.81383 -1.63055 3.00912 0.065
H -7.41462 0.89038 -3.91993 0.110
H -1.24664 3.21704 -0.41076 0.050
H -3.42706 3.53521 -2.24669 0.083
H 7.04474 0.04253 -0.31495 0.127
H 5.45661 0.69518 -0.65141 0.091
H -2.71876 -1.41759 5.44318 0.020
H 3.26625 -1.97981 0.31840 0.053
H 0.38218 -6.56273 1.90361 0.117
H 1.90289 3.44529 1.07083 0.082
```

=====

Entry 2:
Entry from the OMol25 dataset: a 10-piece molecular cluster, C41H99N3O17 overall (ωB97M-V/def2-TZVPD).

Total charge   0
Total energy   -3064.4161 Eh
SMILES   CC1(C)CCCC(C)(C)N1O.CC1(C)CCCC(C)(C)N1O.CC1(C)CCCC(C)(C)N1O.OCCO.OCCO.OCCO.OCCO.OCCO.OCCO.OCCO
HOMO level   -8.229 eV

The geometry in XYZ format:
```
160
Properties=species:S:1:pos:R:3:lowdin_charge:R:1
O 0.19997 6.69742 2.39385 -0.093
O 0.97102 9.80261 1.83232 -0.071
O -2.67824 -6.89795 10.56721 -0.080
O 9.00227 -2.90461 1.17204 -0.076
O -11.80372 4.45740 0.89565 -0.058
O -8.91539 6.42008 1.50175 -0.071
O 3.65383 2.26705 11.81538 -0.081
O -3.84633 -12.32319 3.15127 -0.058
O -3.32113 -11.28617 5.99752 -0.064
O -2.34102 -1.57973 -10.47604 -0.001
O 0.36852 1.12337 10.78042 -0.070
O -0.96005 0.15274 3.60682 -0.006
O 11.71182 -2.98455 3.75833 -0.081
O 8.48002 4.22532 -0.30689 0.002
O -4.75662 -5.32266 11.79309 -0.067
O -9.22281 -6.78473 -4.40485 -0.077
O -10.16545 -5.71889 -1.94341 -0.055
N -3.05823 -0.62792 -9.73435 -0.149
N 9.07783 4.92595 -1.35227 -0.098
N -1.38752 -0.99604 2.93398 -0.107
C -10.96597 5.41856 1.46393 -0.291
C -9.31120 -6.83623 -1.98263 -0.261
C 0.80990 -1.93162 3.21673 -0.040
C -4.97583 -1.01509 -11.25617 -0.070
C 10.31904 -3.19114 1.69634 -0.214
C -2.36673 0.03277 -8.62537 -0.444
C -1.44705 1.27798 -9.01706 -0.027
C -2.01980 -2.94209 0.84262 -0.151
C 6.85602 5.55921 -2.44579 -0.071
C -4.63096 1.47017 -8.28165 -0.144
C -4.17668 0.01425 -10.49551 -0.474
C -3.59607 1.05102 -11.46232 -0.027
C -5.27871 0.60749 -9.48903 -0.096
C -0.75536 -2.98690 1.74026 -0.155
C -1.64924 -1.08175 -7.76129 -0.025
C -4.42696 -5.06703 10.45413 -0.233
C -0.48967 7.73556 1.68426 -0.218
C -8.40577 -6.72498 -3.20414 -0.227
C 8.27348 4.96627 -2.65456 -0.453
C 10.51985 4.76189 -1.45092 -0.529
C -2.53405 -10.92116 4.84609 -0.242
C 0.37808 -0.96379 0.94888 -0.025
C 10.42415 5.70351 -3.86026 -0.145
C -2.94098 -5.52863 10.26902 -0.225
C 10.60582 -2.39129 3.03276 -0.221
C -3.53648 0.52194 -7.66600 -0.138
C 11.13179 5.70395 -2.44309 -0.141
C -0.30275 -1.64618 2.19703 -0.527
C 11.21344 5.04985 -0.11658 -0.052
C -3.17417 -2.29941 1.68353 -0.139
C 2.46048 1.46029 11.84430 -0.223
C -0.22712 9.16546 2.32560 -0.210
C 1.73357 1.35947 10.51386 -0.252
C 10.90298 3.28764 -1.80185 -0.022
C -9.72380 5.55625 0.68664 -0.246
C -2.79220 -0.98703 2.37507 -0.456
C -2.95077 0.25357 1.39613 -0.016
C 8.90070 5.97803 -3.64988 -0.131
C -3.67712 -0.81413 3.60979 -0.053
C 7.88082 3.62213 -3.33256 -0.040
C -3.27432 -11.05492 3.51260 -0.244
H -0.64686 1.07427 -9.72861 0.065
H -3.24970 -7.18193 11.28442 0.070
H -3.77437 2.03408 -11.02654 0.073
H 10.80921 -1.35555 2.76081 0.105
H -4.07598 -10.31669 3.49142 0.112
H 1.26369 -1.03626 3.64159 0.081
H -5.82456 1.32652 -10.09988 0.105
H 1.13731 6.82657 2.23160 0.071
H -1.52712 -11.33434 4.78703 0.113
H -3.61609 0.13968 4.13384 0.075
H -8.77790 -6.18817 -5.01129 0.079
H -2.34199 -1.77578 -7.28537 0.086
H 8.91315 -3.46399 0.39696 0.076
H -1.89304 2.11908 -9.54783 0.062
H 6.90930 6.55308 -2.00139 0.080
H -1.16192 9.67746 2.09733 0.108
H 7.61798 2.89499 -2.56426 0.080
H 8.72833 3.31649 -0.49119 0.072
H -3.65075 -3.00088 2.36831 0.114
H -0.45029 -0.86516 0.24732 0.051
H 9.76098 -2.31963 3.71776 0.114
H -5.76186 -0.66187 -11.92363 0.087
H 10.38920 -4.21161 2.07291 0.108
H 12.29013 5.21892 -0.10057 0.092
H -11.31262 3.69315 0.58523 0.081
H -10.62234 -5.76731 -2.78632 0.077
H 2.63397 0.53786 12.39849 0.116
H -4.43891 -4.00813 10.19586 0.108
H 10.79437 5.92913 0.37266 0.086
H -2.55743 -5.29619 9.27556 0.109
H -4.06856 -0.33212 -7.24699 0.110
H -0.13476 7.68075 0.65512 0.114
H 10.88900 6.31977 -4.62983 0.103
H -1.77051 -0.99561 -10.98094 0.083
H -3.45982 -1.48536 4.44065 0.087
H -2.11922 0.32528 0.69506 0.062
H -11.51471 6.36033 1.47070 0.131
H 1.81102 1.95986 12.56314 0.113
H -0.00682 -3.41983 1.07667 0.119
H -2.39534 -3.88819 0.45281 0.106
H -5.24297 -5.45945 9.84731 0.118
H -0.83376 -1.49268 -8.35646 0.073
H 2.11629 0.64743 9.78268 0.115
H -8.32907 5.91437 2.06926 0.084
H -4.45164 -12.49412 3.87651 0.076
H -7.75871 -5.84793 -3.21877 0.119
H -8.68853 -6.88507 -1.08932 0.119
H -9.26060 4.59632 0.45840 0.121
H 6.38519 4.91110 -1.70662 0.076
H -2.57027 -10.68748 2.76601 0.117
H -0.82694 0.87507 2.98865 0.090
H -5.41477 1.67636 -7.55278 0.093
H -0.90879 -3.72775 2.52493 0.125
H -4.07225 1.11470 -12.44074 0.081
H 8.71753 3.31046 -3.95776 0.070
H -3.04759 1.11372 -6.89211 0.107
H -0.21812 9.05779 3.41023 0.112
H -7.74416 -7.59087 -3.22876 0.109
H 10.88095 4.35292 0.65273 0.079
H 11.15753 6.72895 -2.07322 0.118
H -2.18423 -5.01617 10.86301 0.113
H 11.78978 2.99892 -1.23764 0.076
H 1.62818 -2.34891 2.62989 0.079
H -2.32756 -9.85158 4.88436 0.109
H 11.51727 -2.77900 4.67566 0.075
H 8.44107 5.71789 -4.60338 0.115
H -2.06818 -2.32127 -0.05200 0.100
H 7.04041 3.71362 -4.02062 0.080
H -9.83343 -7.79275 -2.00348 0.118
H -2.54115 0.85726 -11.65649 0.075
H 1.76764 9.35072 2.12006 0.077
H 1.21190 -1.42576 0.42027 0.085
H -9.86009 6.05135 -0.27480 0.127
H -10.79815 5.17636 2.51334 0.122
H 11.12112 -2.99697 0.98425 0.114
H -1.04017 -0.53578 -7.04084 0.072
H 10.54791 4.68405 -4.22561 0.083
H 8.80696 7.03766 -3.41217 0.118
H -3.90886 -2.08856 0.90643 0.108
H 0.71239 0.06379 1.09179 0.076
H 10.16698 2.54102 -1.50357 0.072
H 0.49722 -2.69837 3.92556 0.086
H 6.19766 5.66706 -3.30779 0.085
H -5.92312 -0.19001 -9.11912 0.104
H -4.34721 -1.67860 -11.85005 0.080
H -4.28432 2.44674 -8.61967 0.091
H -5.62076 -1.68556 -10.68816 0.079
H 3.92606 2.60672 12.67102 0.079
H -0.06420 0.97580 9.93628 0.086
H -5.50489 -5.92278 11.83239 0.088
H -1.53132 7.43673 1.80156 0.112
H 12.19535 5.46870 -2.48315 0.118
H -2.91116 -10.89549 6.77270 0.081
H 11.24061 3.03641 -2.80733 0.077
H -2.91986 1.21851 1.90212 0.072
H -4.71162 -0.94904 3.29401 0.083
H -0.79193 1.61988 -8.21577 0.072
H -3.87499 0.22930 0.81878 0.078
H 1.76646 2.26242 9.90419 0.117
```

=====

Kohn-Sham gap across the listed records, respectively: 8.15; 8.54 eV.
E_LUMO across the listed records, respectively: 0.011; 0.012 Ha.
Relative energy (zero: lowest compared OMol25 entry of this formula, charge and spin) across the listed records, respectively: 0.0; 604.2 kJ/mol.